(1)
The following is a quantum chemistry calculation of a cluster of 2 separate species, C5H8Cl2 in total at a distorted geometry, from the OMol25 dataset.

Results
Total charge: 0
HOMO-LUMO gap (alpha / beta) (eV): 9.284 / 8.793
ΔE to the lowest compared entry with this formula, charge and spin (eV): 1.3813
<S²>: 2.016
Spin multiplicity: 3
LUMO (alpha / beta) (eV): 0.832 / -1.453

Each line ends with the Löwdin charge.
Atoms and positions in Å:
C  -2.5205  -0.0345  1.8237  -0.16
C  -2.3024  0.5292  0.6836  0.04
C  1.4826  0.1600  -1.4697  -0.09
C  1.3301  -0.7889  -0.2026  -0.33
C  -0.0383  -1.4281  -0.2919  -1.06
Cl  -0.5043  -2.3552  -1.7847  0.54
Cl  -0.4738  -2.4314  1.0318  0.65
H  -3.2607  0.0651  2.6834  0.07
H  -2.0503  -0.9983  1.9159  -0.05
H  -1.6703  -0.0485  -0.0520  0.00
H  1.6243  -0.4622  -2.3292  0.05
H  0.4683  0.6016  -1.5265  0.08
H  2.1454  0.8312  -1.1346  0.02
H  2.3413  -1.4212  -0.0313  0.16
H  1.3376  -0.2369  0.6786  0.06

Atomic forces in eV per Å
-2.01 -0.73 2.25
0.83 -0.82 -1.13
-3.93 -3.08 1.74
1.28 -1.13 -2.38
1.39 -2.50 -0.72
0.51 1.24 0.69
0.16 -0.15 0.48
1.02 0.88 -1.33
0.27 -0.21 0.19
-0.78 1.53 0.30
0.68 0.19 -0.57
0.69 0.26 -0.39
2.82 2.69 0.02
-2.59 0.48 -0.74
-0.32 1.36 1.59

(2)
The following is a quantum chemistry calculation of an isolated molecule of C2H8N2O2S at a distorted geometry, from the OMol25 dataset.

Results
Total charge: 0
HOMO-LUMO gap (eV): 9.326
ΔE to the lowest compared entry with this formula, charge and spin (eV): 3.5265
LUMO (eV): 0.822

Each line ends with the Löwdin charge.
Atoms and positions in Å:
C  -2.6715  -0.4944  -0.0876  -0.24
C  2.2162  -0.9538  0.0079  -0.18
N  0.5394  2.0858  0.3375  -0.04
N  0.1126  1.3965  -0.7996  -0.37
O  -1.3996  -0.4675  0.4487  -0.42
O  0.9463  -0.6411  0.4159  -0.45
S  -0.1978  -0.0720  -0.6751  1.01
H  -3.4839  -0.9076  0.6934  0.12
H  -3.0047  0.4528  -0.5704  0.07
H  -2.8487  -1.3699  -0.9304  0.11
H  2.2063  -2.1058  -0.1310  0.12
H  2.9672  -0.7872  0.8143  0.09
H  2.4438  -0.2335  -0.7973  0.08
H  1.2812  2.6444  0.2185  0.01
H  0.8933  1.4533  1.0554  0.07

Atomic forces in eV per Å
-3.63 -2.87 -1.55
1.20 -1.44 -0.42
-3.03 -2.23 2.29
0.55 0.27 -0.42
1.32 0.05 0.64
-2.98 0.23 1.70
0.39 -0.64 -0.06
2.13 1.48 -1.26
0.24 -0.51 0.63
0.92 2.05 1.64
0.60 1.93 -0.77
-0.79 0.19 -0.25
0.63 -1.09 -0.37
3.00 2.85 -1.78
-0.55 -0.28 -0.03

(3)
The following is a quantum chemistry calculation of a structure of composition C42H95AlBrCaCl2F3N7NbO15P3S at a distorted geometry, from the OMol25 dataset.

Results
Total charge: +1
HOMO-LUMO gap (eV): 1.470
LUMO (eV): -7.683

Each line ends with the Löwdin charge.
Atoms and positions in Å:
C  11.3456  3.0269  1.6037  -0.10
C  10.5613  3.1130  0.2884  -0.25
C  11.0239  2.0793  -0.7637  -0.21
C  10.2032  0.7894  -0.7275  -0.21
C  10.7977  -0.3115  0.1837  -0.19
C  9.7775  -1.4550  0.3000  -0.21
C  9.6715  -2.1218  1.6806  -0.20
C  9.6626  -1.1708  2.8958  -0.19
C  8.8697  0.1340  2.7463  -0.23
C  7.4338  0.0786  3.2839  -0.29
C  6.5324  -0.7196  2.2896  -0.36
Nb  4.8424  0.4071  1.3657  1.28
S  4.2384  1.6126  3.4651  0.22
Cl  3.0710  -1.3019  2.0569  0.01
C  6.3266  1.9447  0.7320  -0.32
C  5.7913  3.2245  0.0565  -0.17
C  5.5585  4.3934  0.9957  -0.62
F  6.0431  5.5473  0.4775  0.11
F  4.2322  4.5975  1.1832  0.09
F  6.1144  4.2569  2.2058  0.12
C  4.9383  -0.7257  -0.5963  -0.80
Br  5.6453  -2.5531  -0.4100  0.66
C  3.5355  -0.7880  -1.3255  -0.41
C  2.8513  -2.1507  -1.4175  -0.22
H  11.1075  2.1016  2.1229  0.05
H  11.0479  3.8653  2.2342  0.07
H  12.4101  3.1120  1.3972  0.07
H  10.7177  4.1088  -0.1318  0.10
H  9.4856  3.0110  0.4427  0.09
H  10.8254  2.5520  -1.7306  0.10
H  12.1000  1.9129  -0.7173  0.11
H  9.1881  0.9896  -0.3797  0.07
H  10.0918  0.3361  -1.7167  0.11
H  11.0220  0.1735  1.1313  0.08
H  11.7131  -0.6930  -0.2673  0.11
H  10.0116  -2.2186  -0.4437  0.11
H  8.7769  -1.1015  0.0294  0.08
H  10.5543  -2.7600  1.7905  0.11
H  8.8327  -2.8190  1.6841  0.10
H  10.6888  -1.0073  3.2202  0.10
H  9.1963  -1.7266  3.7146  0.11
H  8.8298  0.5323  1.7321  0.08
H  9.3884  0.8928  3.3431  0.11
H  7.4165  -0.3794  4.2748  0.10
H  7.1164  1.1127  3.4177  0.05
H  7.2010  -1.1546  1.5485  -0.01
H  6.0748  -1.5372  2.8620  0.03
H  3.5438  1.4779  0.5517  -0.09
H  4.2849  0.6776  4.4309  -0.23
H  6.9455  1.4450  -0.0226  0.04
H  7.0158  2.1937  1.5385  0.04
H  6.5025  3.5723  -0.6951  0.12
H  4.8652  3.0265  -0.4730  0.08
H  5.6098  -0.1930  -1.2679  0.02
H  2.8654  -0.1583  -0.7377  -0.07
H  3.6425  -0.3655  -2.3240  0.10
H  1.8336  -1.9648  -1.7861  0.07
H  3.3015  -2.8180  -2.1454  0.05
H  2.7195  -2.6308  -0.4527  0.02
Al  1.1596  -0.1940  1.1018  0.59
O  -1.7195  -1.3491  -0.1268  -0.44
Cl  -2.8547  -0.8435  0.6136  0.61
O  -2.5386  -0.8092  2.0100  -0.35
O  -4.0046  -1.6921  0.3781  -0.37
O  -3.1731  0.4916  0.1533  -0.40
C  5.0068  -8.0026  0.2359  -0.11
O  6.1732  -7.6411  0.9982  -0.23
P  5.9586  -6.6596  2.3178  0.51
O  7.3572  -6.2836  2.6277  -0.25
O  5.3643  -7.8365  3.2501  -0.26
C  6.2480  -8.8808  3.6510  -0.10
O  5.0336  -5.5608  3.0764  -0.22
C  5.5389  -4.2227  3.1552  -0.13
H  5.3138  -8.7116  -0.5287  0.09
H  4.2544  -8.4736  0.8736  0.09
H  4.5778  -7.1254  -0.2503  0.08
H  7.2933  -8.5934  3.5458  0.08
H  6.0571  -9.7726  3.0512  0.08
H  6.0435  -9.1074  4.6954  0.09
H  5.9593  -3.8985  2.2064  0.03
H  6.2893  -4.1589  3.9408  0.10
H  4.7052  -3.5706  3.4138  0.06
C  -4.3777  -4.6117  0.3527  -0.92
O  -5.4907  -4.4575  0.8328  0.24
O  -3.3089  -4.6831  0.9991  0.34
O  -4.1242  -4.7626  -0.8650  0.29
O  -5.1857  -0.8591  -2.8449  -0.27
P  -6.5307  -0.2009  -3.1766  0.54
N  -6.9399  0.3231  -1.6041  -0.26
C  -8.2639  0.6849  -1.1238  -0.10
C  -5.9283  1.1706  -0.9363  -0.10
N  -7.3913  -1.5895  -3.6137  -0.32
C  -8.5910  -2.0295  -2.9012  -0.09
C  -6.5944  -2.7588  -4.0085  -0.10
N  -7.8223  0.8236  -3.9212  -0.24
C  -8.2404  0.4595  -5.3018  -0.09
C  -7.4135  2.2410  -4.0009  -0.15
H  -8.6045  1.6639  -1.4870  0.08
H  -8.2602  0.7332  -0.0346  0.09
H  -9.0258  -0.0468  -1.3688  0.06
H  -6.0016  2.2243  -1.2529  0.07
H  -4.9112  0.8223  -1.1324  0.04
H  -6.0506  1.1365  0.1433  0.11
H  -8.3770  -2.2787  -1.8585  0.10
H  -9.0100  -2.9145  -3.3791  0.08
H  -9.3834  -1.2808  -2.9495  0.08
H  -6.2089  -3.2972  -3.1373  0.10
H  -5.7534  -2.4753  -4.6388  0.07
H  -7.2039  -3.4462  -4.5942  0.07
H  -7.3863  0.3972  -5.9924  0.08
H  -8.9387  1.2040  -5.6871  0.10
H  -8.7653  -0.4879  -5.3252  0.09
H  -6.5173  2.3578  -4.6422  -0.01
H  -7.1859  2.6581  -3.0164  0.08
H  -8.1959  2.8677  -4.4220  0.11
O  -1.9443  4.3722  0.8529  -0.31
P  -1.3087  5.7290  0.9763  0.68
N  0.3047  5.2697  1.3548  -0.29
C  1.3122  6.1130  1.9738  -0.12
C  0.9357  4.3603  0.4010  -0.14
N  -2.1440  6.2408  2.4009  -0.34
C  -1.4501  6.5892  3.6267  -0.14
C  -3.3853  5.5417  2.7137  -0.15
N  -0.9000  7.3882  0.6060  -0.27
C  -2.0235  8.3534  0.6267  -0.13
C  -0.3064  7.4953  -0.7505  -0.14
H  1.7320  6.8657  1.2913  0.08
H  2.1402  5.4926  2.3154  0.08
H  0.9496  6.6260  2.8571  0.05
H  1.3280  4.8887  -0.4816  0.07
H  0.2270  3.6097  0.0507  0.06
H  1.7619  3.8190  0.8642  0.06
H  -0.8975  5.7406  4.0480  0.09
H  -2.1615  6.9338  4.3800  0.08
H  -0.7720  7.4305  3.4737  0.07
H  -3.2045  4.5747  3.1968  0.09
H  -3.9750  5.3696  1.8161  0.06
H  -3.9958  6.1521  3.3841  0.08
H  -2.8583  8.0309  -0.0026  0.08
H  -1.6768  9.3245  0.2690  0.08
H  -2.3930  8.5161  1.6327  0.07
H  -0.9971  7.1532  -1.5286  0.08
H  0.6081  6.9061  -0.8271  0.06
H  -0.0298  8.5267  -0.9628  0.08
Ca  -4.6290  1.3045  -4.6126  1.69
C  -9.7961  -5.1722  -5.5685  -0.10
C  -10.4587  -5.8259  -6.5976  -0.09
C  -10.1762  -7.1571  -6.8684  -0.09
C  -9.2383  -7.8368  -6.1047  -0.08
C  -8.5784  -7.1836  -5.0732  -0.09
C  -8.8535  -5.8494  -4.8061  -0.12
H  -10.0164  -4.1313  -5.3597  0.09
H  -11.1957  -5.2983  -7.1893  0.10
H  -10.6883  -7.6656  -7.6744  0.11
H  -9.0219  -8.8761  -6.3133  0.11
H  -7.8475  -7.7170  -4.4773  0.10
H  -8.3373  -5.3399  -4.0055  0.06
C  -9.3167  2.0246  3.0581  -0.02
C  -10.6555  1.9549  3.7575  -0.55
O  -10.7959  2.3099  4.9104  0.05
N  -11.7187  1.4755  3.0488  0.00
C  -11.7590  1.0070  1.6764  -0.08
H  -8.5808  2.4231  3.7487  0.09
H  -8.9982  1.0277  2.7472  0.08
H  -9.3745  2.6854  2.1906  0.08
H  -12.5747  1.4590  3.5802  0.14
H  -12.4703  1.6171  1.1158  0.08
H  -12.0963  -0.0312  1.6662  0.08
H  -10.7826  1.0715  1.2069  0.05
O  -8.6202  -5.7020  -1.6934  -0.06
H  -8.4559  -6.5598  -2.0985  0.03
H  -7.8935  -5.5920  -1.0693  0.04

Atomic forces in eV per Å
-0.80 0.34 -0.32
0.88 -0.15 -0.14
-1.17 0.58 -0.45
0.84 -0.80 0.17
-0.92 0.40 -0.55
-0.18 -0.09 0.49
0.85 -0.16 -0.21
-0.69 -0.58 -0.37
0.15 0.41 1.02
0.28 -0.03 -0.70
0.30 1.06 0.27
1.85 -0.16 1.78
-0.16 -0.10 -0.60
-0.27 -0.35 -0.10
-0.75 -0.13 -0.41
0.58 -0.11 -0.04
-0.25 0.06 -0.26
-0.06 -0.07 0.04
0.05 0.05 0.21
-0.03 -0.01 -0.05
-1.54 -0.17 -0.08
0.40 0.21 -0.06
0.63 -0.65 0.65
-0.82 0.48 -0.52
0.25 -0.06 0.14
0.12 -0.07 0.22
0.10 -0.15 0.13
-0.03 0.07 0.04
-0.04 -0.03 0.13
0.19 -0.07 -0.11
0.03 -0.15 0.13
-0.03 0.20 0.00
0.03 0.20 -0.14
0.16 -0.36 0.21
0.22 0.13 0.18
-0.02 -0.08 0.00
0.04 0.20 -0.06
-0.03 -0.09 0.10
-0.18 0.14 0.03
0.05 0.33 -0.14
0.11 0.00 0.12
0.13 -0.16 -0.13
0.05 0.08 -0.09
0.04 -0.04 0.03
-0.25 -0.03 0.06
-0.21 -0.26 -0.10
-0.32 -0.12 -0.35
-0.10 0.22 -0.32
-0.02 -0.14 -0.24
-0.08 -0.25 0.05
-0.10 -0.07 0.17
0.12 0.08 0.09
-0.12 0.11 0.04
0.33 -0.13 0.17
-0.07 0.36 -0.37
-0.14 0.15 -0.01
-0.01 -0.02 -0.03
0.26 -0.15 0.20
0.32 -0.16 0.04
-0.22 0.27 0.02
0.07 0.02 -0.22
0.05 -0.28 0.26
-0.01 0.01 0.01
-0.10 -0.06 -0.14
0.01 0.36 -0.35
-0.05 -0.17 0.02
-1.90 2.18 -0.56
3.40 -2.44 3.90
-0.41 0.40 -0.70
-0.42 0.41 0.10
0.01 -0.37 -0.21
-0.77 -0.39 -2.33
-0.03 0.48 -0.08
0.12 0.02 0.04
0.04 0.03 0.02
-0.01 -0.04 -0.04
-0.03 0.11 -0.03
0.04 0.00 0.00
-0.06 0.06 0.00
0.08 0.08 0.08
0.11 -0.16 -0.10
-0.11 -0.16 -0.09
-0.37 0.25 0.17
0.02 -0.06 -0.06
0.09 -0.07 -0.23
0.24 -0.01 0.08
2.00 3.53 -3.60
-6.37 -4.70 5.95
0.84 0.82 -0.42
-0.62 0.16 -0.23
0.50 -0.22 -0.23
0.65 -0.15 -0.46
-0.59 0.38 -0.05
0.30 -0.17 0.11
3.01 0.98 -2.55
-0.55 -0.22 0.01
-0.58 -0.24 1.39
0.03 0.02 0.07
0.35 0.01 0.00
0.10 -0.02 -0.23
-0.20 0.04 0.16
-0.07 -0.15 0.18
0.01 -0.07 0.00
0.00 0.01 -0.02
0.24 -0.07 -0.06
0.09 0.08 0.09
0.06 -0.01 -0.06
0.04 0.00 0.07
-0.17 0.13 0.03
-0.07 0.02 -0.11
0.15 0.17 0.10
0.24 -0.15 0.14
-0.08 0.70 -0.64
0.16 -0.18 0.02
0.12 -0.03 -0.28
-0.58 1.05 -3.45
2.00 -0.27 6.64
-0.11 -0.08 -0.65
0.13 0.49 -0.05
-0.24 -0.47 -0.09
-0.34 -0.02 -0.02
0.27 0.43 -0.07
0.01 -0.24 -0.09
-1.68 -0.69 -2.59
-0.09 0.25 0.33
0.63 -0.14 0.13
0.00 -0.03 0.00
-0.04 -0.17 -0.12
-0.17 0.05 -0.12
0.15 -0.03 0.08
-0.12 0.10 0.06
0.04 0.12 0.09
0.05 0.05 0.03
-0.14 -0.12 -0.08
0.09 -0.10 -0.07
-0.09 -0.04 -0.03
0.06 -0.09 -0.01
0.14 0.10 0.04
-0.03 0.10 -0.05
0.16 -0.13 -0.17
0.01 -0.25 0.05
-0.02 0.15 -0.07
-0.06 -0.09 0.11
-0.07 0.04 0.08
0.59 -0.94 1.14
0.05 -0.02 -0.01
-0.02 0.05 -0.03
0.00 -0.01 0.00
0.00 -0.03 0.01
0.02 0.02 0.02
0.02 0.06 -0.18
-0.04 0.00 0.00
-0.01 -0.01 0.00
-0.01 -0.01 0.01
0.00 0.00 0.00
0.02 -0.01 -0.03
-0.04 -0.03 0.06
-0.01 -0.02 -0.06
-0.09 0.02 0.12
0.05 0.04 0.04
0.30 0.05 -0.12
-0.40 0.07 0.47
-0.07 0.00 0.08
0.02 0.04 -0.10
0.03 -0.09 -0.07
-0.02 -0.02 0.00
0.08 -0.09 -0.20
0.07 -0.02 -0.23
0.04 0.02 0.06
0.25 0.13 0.05
-0.13 -0.05 0.03
-0.07 -0.01 0.11